# 1
Formula: C28H60N2O4P2
Source: the Open Molecules 2025 dataset
Level of theory: ωB97M-V with the def2-TZVPD basis set

Total charge ... 0
Total energy ... -2195.85048 hartree
2S+1 ... 1
Frontier orbital gap ... 6.16 eV

CARTESIAN COORDINATES (ANGSTROEM)
H1 1.903 0.228 -4.238
H2 -3.466 -0.328 2.348
H3 1.414 -2.972 2.831
H4 2.369 5.991 -3.959
C1 -2.704 0.001 1.630
C2 -0.286 2.778 0.878
O1 2.753 3.398 -3.744
H5 -0.654 2.053 2.849
H6 0.663 5.580 -3.718
C3 0.691 4.124 -1.255
H7 0.188 3.594 1.431
C4 -2.048 -5.148 2.254
H8 -1.139 3.270 0.396
C5 0.529 7.209 -1.297
C6 2.493 -4.837 3.091
C7 -0.878 1.734 1.823
H9 2.326 0.367 -0.123
H10 0.261 4.131 -2.256
H11 -1.568 -7.276 2.465
H12 -0.052 -5.488 3.717
H13 0.889 -1.192 -1.144
H14 -2.849 2.024 0.910
P1 0.856 2.316 -0.620
C8 -2.074 2.952 -2.284
H15 -4.079 0.205 -0.038
H16 -1.754 -0.095 -3.264
H17 -0.453 6.782 -1.527
H18 -1.859 -2.748 1.126
H19 1.881 0.659 -2.159
H20 -0.058 -6.738 0.126
H21 1.707 -6.689 3.960
H22 -0.367 -2.206 1.912
O2 -0.243 -1.357 0.499
H23 3.430 -4.281 3.140
H24 0.642 7.246 -0.209
H25 -0.654 -3.919 4.223
H26 0.523 8.236 -1.674
C9 -0.195 -6.259 1.092
C10 -0.049 -4.426 3.473
H27 -1.997 3.832 -1.645
H28 0.867 2.735 -3.670
C11 1.287 0.483 0.196
O3 -3.558 -1.788 0.354
H29 1.285 0.554 1.283
H30 -0.815 1.177 -4.044
H31 -4.757 -1.806 -1.343
H32 2.585 6.973 -1.800
N1 2.441 2.849 0.388
H33 -0.392 0.767 1.723
H34 -4.291 -3.382 -0.677
H35 -1.838 -2.522 2.876
H36 -2.402 -5.181 3.281
C12 1.898 5.065 -1.224
H37 -2.809 -4.679 1.635
H38 -1.780 -0.537 1.847
H39 2.406 -5.174 2.056
H40 1.437 1.411 -5.456
C13 1.369 -3.863 3.462
C14 -0.880 0.554 -3.147
C15 1.656 6.404 -1.945
H41 -3.128 2.666 -2.345
C16 -3.940 -2.366 -0.871
H42 -1.740 3.236 -3.288
H43 -2.870 1.890 2.670
H44 -2.446 -0.300 -0.510
H45 3.030 1.906 -1.763
C17 2.086 1.241 -4.594
C18 -0.116 -4.747 0.980
C19 1.450 6.292 -3.455
C20 1.860 2.307 -3.509
C21 -1.597 -6.508 1.694
H46 -3.101 -2.400 -1.580
C22 -2.404 1.499 1.762
H47 2.112 5.318 -0.181
O4 2.790 2.744 2.726
H48 1.158 7.265 -3.864
C23 -3.215 -0.405 0.262
H49 -2.301 -6.843 0.936
C24 1.993 1.744 -2.088
P2 -1.104 1.539 -1.594
H50 0.881 -4.322 0.942
H51 3.645 3.063 -3.591
H52 -0.061 4.603 -0.622
C25 0.587 -0.748 -0.173
C26 2.605 2.783 1.567
C27 -1.248 -2.835 2.016
H53 2.709 -5.736 5.056
H54 0.001 -0.086 -3.108
H55 1.566 -3.507 4.476
H56 3.120 1.293 -4.948
C28 2.588 -6.046 4.016
H57 -0.682 -4.375 0.126
H58 0.585 -6.636 1.753
H59 3.447 -6.663 3.752
N2 -0.837 -4.255 2.197
H60 2.780 4.597 -1.657

Atoms 1-2, force components in eV/Å:
H 0.0 0.0 0.0
H 0.0 0.1 0.0

=====

# 2
Formula: C6H20AgO6
Source: the Open Molecules 2025 dataset
Level of theory: ωB97M-V with the def2-TZVPD basis set

Total charge ... +1
Total energy ... -838.71144 hartree
2S+1 ... 1
Frontier orbital gap ... 10.25 eV

CARTESIAN COORDINATES (ANGSTROEM)
H1 -1.264 0.152 2.710
O1 0.236 -0.759 -1.876
O2 -2.573 0.299 -0.640
O3 -1.155 -0.638 2.176
C1 0.854 -1.999 -1.737
C2 -2.922 1.483 -1.216
H2 -2.041 3.116 -2.398
C3 2.057 -1.992 -0.704
Ag1 -0.125 0.464 0.325
H3 0.080 -2.726 -1.490
O4 -0.587 2.526 -1.120
O5 2.040 1.514 0.509
H4 -3.248 2.243 -0.506
H5 -3.227 -0.053 -0.033
H6 -0.779 -1.820 3.851
H7 2.765 -1.187 -0.903
H8 4.085 1.730 0.883
H9 1.283 -2.315 -2.688
H10 3.415 0.238 1.383
H11 -3.785 1.247 -1.838
O6 1.565 -1.652 0.552
H12 2.254 2.285 -0.021
H13 0.160 -0.505 -2.799
H14 1.133 -2.431 0.909
H15 -1.324 -2.754 2.462
H16 -1.307 1.424 -2.595
C4 -1.743 2.175 -1.936
H17 3.111 1.718 2.300
H18 2.661 -2.896 -0.625
C5 3.174 1.297 1.297
C6 -1.452 -1.811 2.994
H19 -0.868 3.245 -0.550
H20 -2.473 -1.618 3.323

Atoms 1-2, force components in eV/Å:
H -0.1 -0.2 0.4
O -0.2 1.2 0.4

=====

# 3
Formula: C47H46BrN11P2Re
Source: the Open Molecules 2025 dataset
Level of theory: ωB97M-V with the def2-TZVPD basis set

Total charge ... +2
Total energy ... -5755.59377 hartree
2S+1 ... 2
Frontier orbital gap (alpha / beta) ... 5.81 / 5.90 eV

CARTESIAN COORDINATES (ANGSTROEM)
C1 1.539 2.518 3.788
C2 -1.629 4.492 -2.329
H1 0.120 -1.773 3.261
Br1 -0.577 -5.234 -1.341
C3 -0.476 0.234 -2.848
H2 6.703 -1.168 4.155
C4 2.125 2.659 0.086
H3 0.264 5.520 2.882
H4 -3.606 -3.106 2.036
C5 -1.203 0.058 -4.010
H5 -4.257 0.438 -2.611
H6 2.981 2.219 5.368
N1 3.378 -2.316 -2.350
N2 -1.047 0.415 -1.653
C6 0.776 3.454 3.091
N3 -2.072 1.148 0.691
H7 4.354 -3.955 -1.534
C7 0.844 2.400 -0.366
P1 2.129 -0.579 -0.576
C8 -2.095 -1.800 1.288
H8 -1.779 2.757 -1.169
H9 0.600 0.260 -2.864
C9 2.427 4.275 5.173
H10 -0.685 -0.085 -4.947
C10 0.492 5.581 -2.395
H11 3.875 3.919 0.181
H12 0.167 3.146 2.255
C11 -2.387 0.519 -1.609
N4 3.810 -2.691 0.025
H13 2.941 5.596 -1.387
H14 4.788 -2.469 5.014
H15 1.837 -2.657 0.721
N5 -3.928 1.965 1.943
H16 6.317 0.979 2.987
P2 1.435 0.772 3.395
H17 -6.276 2.743 1.686
H18 -2.682 4.479 -2.581
C12 0.254 3.463 -1.151
C13 2.880 3.802 -0.230
H19 1.714 6.249 4.745
H20 -1.029 1.103 2.949
N6 -1.973 1.453 2.979
H21 -1.220 6.313 -3.428
C14 -2.949 0.995 -0.323
H22 -2.384 1.760 3.844
C15 2.374 2.935 4.828
C16 4.977 -1.819 -0.097
C17 4.187 0.855 3.150
C18 -2.586 0.075 -3.940
C19 0.367 -0.077 4.566
H23 -1.962 -1.956 6.994
C20 1.043 4.580 -1.554
H24 5.160 -1.335 0.862
C21 4.620 -1.541 4.485
H25 -1.357 -2.982 4.830
H26 1.298 -2.121 -2.380
N7 4.831 -0.803 -1.137
C22 -3.188 0.336 -2.719
H27 -3.186 -0.072 -4.828
H28 2.497 -1.648 4.707
C23 4.570 -1.472 -2.402
H29 -1.080 0.266 7.605
C24 -1.254 -3.872 -0.240
H30 2.917 -1.520 1.507
H31 2.617 -3.898 -1.204
H32 1.134 6.397 -2.702
H33 0.410 1.477 6.056
C25 -4.659 1.869 0.837
N8 -4.217 1.301 -0.314
C26 -0.972 -2.005 5.092
H34 3.071 4.596 5.981
C27 -2.766 -3.006 1.364
C28 2.184 -1.505 -2.217
C29 3.823 0.191 -0.801
H35 5.841 -2.437 -0.348
C30 -1.108 3.502 -1.546
N9 0.793 0.562 1.930
Re1 0.046 0.496 0.251
C31 2.663 -1.965 0.543
C32 2.367 4.730 -1.083
C33 3.526 -3.295 -1.274
H36 0.230 -2.485 -0.877
C34 -2.354 -4.070 0.578
C35 -0.811 5.540 -2.792
C36 0.025 0.501 5.785
C37 0.842 4.793 3.436
N10 -5.903 2.331 0.848
H37 2.585 1.939 0.744
H38 4.454 -0.730 -3.194
N11 -1.040 -1.598 0.484
H39 2.208 -0.768 -3.024
C38 3.098 0.118 3.627
H40 -2.395 -0.977 1.919
C39 5.478 0.395 3.342
H41 4.030 1.811 2.665
C40 -0.815 -0.179 6.656
C41 1.662 5.202 4.478
H42 3.766 0.954 -1.581
H43 -6.478 2.242 0.028
C42 -2.675 1.545 1.854
H44 4.128 0.691 0.117
C43 -1.310 -1.428 6.311
H45 -2.863 -5.024 0.604
C44 3.324 -1.076 4.308
C45 5.694 -0.810 4.004
H46 5.427 -2.103 -2.642
C46 -0.631 -2.637 -0.250
C47 -0.140 -1.331 4.217

Atoms 1-2, force components in eV/Å:
C 0.0 0.0 -0.1
C 0.0 0.0 0.0

=====

# 4
Formula: C28H33F3N4ORbS3
Source: the Open Molecules 2025 dataset
Level of theory: ωB97M-V with the def2-TZVPD basis set

Total charge ... -1
Total energy ... -2899.42880 hartree
2S+1 ... 1
Frontier orbital gap ... 6.61 eV

CARTESIAN COORDINATES (ANGSTROEM)
H1 -1.715 2.158 -4.386
C1 3.344 1.821 3.736
H2 -0.428 4.400 0.725
H3 0.613 -2.932 -0.118
H4 -0.612 1.177 -3.424
C2 -3.914 2.524 -2.269
H5 4.115 -2.944 2.209
H6 2.031 -2.736 3.621
C3 3.116 -2.898 1.770
C4 -0.385 -4.827 -0.377
Rb1 -1.398 0.147 0.509
H7 3.491 -1.349 4.891
F1 -2.927 -7.166 -1.223
C5 2.308 0.305 2.181
C6 -0.797 4.487 -0.301
H8 1.361 2.551 1.140
O1 -6.454 0.034 0.172
C7 2.577 -0.611 -2.525
H9 -0.369 5.403 -0.715
H10 -3.669 -5.235 0.329
H11 3.366 0.019 -0.052
H12 -5.143 3.604 -0.887
C8 -0.306 -3.494 0.004
S1 -2.693 1.188 -2.406
C9 -2.519 -3.440 0.600
H13 0.481 -5.334 -0.778
F2 -1.708 -7.713 0.474
H14 3.197 -2.397 0.805
C10 2.145 -2.164 2.696
H15 -3.486 3.420 -2.718
C11 1.715 -1.010 -3.544
C12 2.282 2.786 1.677
C13 3.274 -0.519 4.227
C14 2.659 1.612 2.543
N1 1.591 0.052 0.993
C15 3.665 0.767 4.574
H16 -4.787 2.259 -2.869
H17 4.194 0.946 5.503
H18 1.163 -2.116 2.221
N2 0.454 -0.682 -1.669
H19 3.615 2.835 4.013
H20 4.301 3.400 1.162
F3 -0.782 -7.340 -1.442
C16 -1.753 -6.916 -0.616
H21 1.967 -1.259 -4.564
C17 -1.370 1.961 -3.368
H22 -0.497 -1.323 -3.434
H23 3.649 -0.478 -2.578
H24 3.529 2.371 -0.049
H25 2.778 -3.921 1.590
S2 -0.081 3.044 -1.133
N3 -4.193 -0.482 0.783
C18 2.272 -0.086 -0.091
H26 3.047 4.059 0.094
C19 -2.698 -4.769 0.241
H27 -1.459 4.053 -2.805
C20 0.435 -1.041 -2.957
S3 -3.175 3.176 0.418
C21 -1.605 -5.467 -0.248
H28 -4.922 1.916 -0.458
H29 -2.693 4.761 -1.308
C22 -2.319 4.608 -0.296
H30 -3.342 -2.826 0.955
N4 -1.344 -2.823 0.493
C23 2.588 -0.766 3.045
H31 0.072 3.529 -3.475
C24 -0.742 3.233 -2.811
C25 3.355 3.179 0.662
C26 -5.311 -0.234 0.476
H32 -2.588 5.502 0.271
C27 1.770 -0.419 -1.387
H33 2.072 3.639 2.329
C28 -4.410 2.795 -0.850

Atoms 1-2, force components in eV/Å:
H 0.0 0.0 0.0
C 0.0 0.0 0.0